The ion C5H9N4 with charge +1 at a distorted geometry, computed with the ωB97M-V functional and the def2-TZVPD basis.

The multiplicity is 3. For the electronic energy, the calculation gives -414.469485 Eh. The value obtained for the molar mass is 125.2 g/mol. For the energy above the lowest of the compared OMol25 structures with the same formula, charge and spin, the calculation gives 238.0 kJ/mol. The total charge is +1.

Last column: Mulliken charge in e.
Geometry (Å):
N -2.665 0.721 0.334  -0.389
N -0.356 -0.577 -1.693  -0.288
N 0.735 -1.308 -1.756  0.041
N -1.151 2.406 -0.209  -0.305
C 1.666 -1.398 0.491  -0.442
C -1.502 1.120 -0.241  0.339
C -0.699 0.167 -0.755  0.112
C 1.673 -1.722 -0.740  0.341
C 1.846 -0.654 1.767  -0.764
H -0.195 2.438 0.017  0.256
H 1.050 -0.859 2.417  0.320
H 2.762 -1.127 2.100  0.317
H -3.228 0.089 -0.162  0.265
H -1.787 3.078 0.100  0.236
H 2.367 -2.530 -1.216  0.302
H 0.982 -1.698 -2.635  0.246
H -3.297 1.364 0.726  0.245
H 1.799 0.488 1.455  0.166